Entry from the OMol25 dataset: a molecular structure, C18H28As2BIrN4S2 (ωB97M-V/def2-TZVPD).

ORCA input file:
```
! wB97M-V def2-TZVPD RIJCOSX def2/J DEFGRID3
* xyz 2 1
Ir -0.41286 -0.04056 -0.22032
C 0.80763 -0.81829 -4.23291
N -0.46092 -0.26097 -3.76059
C -1.19236 0.69993 -4.39191
C -2.35308 0.83772 -3.68626
N -2.32995 -0.04883 -2.65169
B -3.66669 -0.35252 -1.83847
N -3.47393 -0.49818 -0.26267
C -4.17684 -1.44745 0.41821
C -4.07523 -1.17774 1.75235
N -3.28695 -0.07213 1.87071
C -2.99980 0.64337 3.11524
C -2.91634 0.33329 0.63183
S -1.85358 1.66636 0.29541
C -1.16122 -0.70874 -2.68986
S -0.59626 -1.89554 -1.55359
H 1.26624 -0.10517 -4.91162
H 0.62735 -1.75328 -4.75817
H 1.45775 -1.00657 -3.38432
H -0.84559 1.19569 -5.28261
H -3.19647 1.48432 -3.85374
H -4.39384 0.57877 -2.04480
H -4.10621 -1.40374 -2.21306
H -4.70923 -2.22868 -0.09520
H -4.50426 -1.67332 2.60661
H -3.15298 -0.03727 3.94757
H -3.67003 1.49388 3.21537
H -1.97411 0.99847 3.09942
C 0.01157 -1.35191 3.21068
As 0.74900 -1.20539 1.45094
C 1.21159 -3.00689 0.96109
C 2.43160 -0.32039 1.68689
C 3.35052 -0.77726 2.62813
C 4.56411 -0.12292 2.77553
C 4.85859 0.98890 1.99473
C 3.94345 1.44595 1.05834
C 2.72373 0.79069 0.91069
As 1.43163 1.40142 -0.36525
C 2.39532 1.56931 -2.00994
C 1.04430 3.20999 0.16302
H 0.66645 -2.03183 3.75334
H -0.98945 -1.77595 3.16573
H -0.01075 -0.38036 3.69650
H 1.86765 -3.43470 1.71802
H 1.72349 -2.97775 0.00205
H 0.30787 -3.60962 0.87892
H 3.14255 -1.64844 3.23785
H 5.28299 -0.48036 3.50036
H 5.80347 1.50078 2.11721
H 4.18550 2.32047 0.46629
H 3.11111 2.37520 -1.85560
H 1.71835 1.83930 -2.81772
H 2.91338 0.64346 -2.24425
H 1.96866 3.78443 0.20697
H 0.57770 3.18480 1.14499
H 0.36536 3.66626 -0.55646
*
```

Calculated values
**Relative energy (zero: lowest compared OMol25 entry of this formula, charge and spin)**: 4.50 kJ/mol
**Calculated total energy**: -6318.40758 hartree
**Max |F|**: 0.72 eV/Å
**LUMO level**: -0.2617 Ha
**Orbital gap**: 0.270 Ha

***

Entry from the OMol25 dataset: 3 unconnected molecules or ions with the total composition C18H28BClN2O11P2 at a distorted geometry (ωB97M-V/def2-TZVPD).

ORCA input file:
```
! wB97M-V def2-TZVPD RIJCOSX def2/J DEFGRID3
* xyz 0 1
C -3.44508 -1.43275 -1.51635
C -2.45102 -1.95134 -1.93985
C -1.16819 -2.51592 -2.37472
C -0.09515 -2.16286 -1.36003
C 0.30743 -0.81990 -1.28600
N -0.24344 0.18883 -2.04730
C 1.31983 -0.52284 -0.38243
C 1.89916 -1.50540 0.41490
C 1.49500 -2.83877 0.39777
B 2.16281 -3.91732 1.35257
C 2.40589 -5.42934 0.96602
O 2.57006 -3.53501 2.61858
C 0.47660 -3.12566 -0.52963
Cl -0.13620 -4.74582 -0.67296
C 2.97812 -0.80317 1.20689
O 3.66182 -1.16056 2.11890
N 3.14300 0.50735 0.65515
C 1.96825 0.78264 -0.07713
O 1.52288 1.85712 -0.36563
H -4.21435 -0.87597 -1.04000
H -0.92964 -2.04992 -3.33678
H -1.21850 -3.58143 -2.56325
H -0.93577 -0.12603 -2.70945
H 0.44304 0.79004 -2.47629
H 2.36806 -5.59809 -0.10880
H 1.54493 -5.96721 1.37814
H 3.32223 -5.81895 1.40607
H 3.53352 -3.49008 2.59582
H 4.01163 0.66443 0.16463
C 2.89974 -1.04048 4.88579
O 2.66467 -0.17182 6.00769
P 1.20976 -0.30711 6.70962
O 0.93698 -1.75604 6.80458
O 0.39053 0.41069 5.50531
C 0.89403 1.61357 4.91792
O 0.22171 0.36167 7.82654
C 0.51718 0.08970 9.20961
H 3.69727 -0.59311 4.30365
H 3.21371 -2.02190 5.23305
H 2.01282 -1.13462 4.26350
H 1.28354 1.39214 3.92316
H 1.68899 2.06301 5.51203
H 0.07460 2.32485 4.82887
H 1.55089 0.33735 9.44809
H 0.32828 -0.95941 9.43426
H -0.13866 0.71110 9.81409
C -3.16110 2.79269 -8.14793
O -2.73438 3.72199 -7.14730
P -2.53796 3.10622 -5.65587
O -1.84914 1.81071 -5.85252
O -4.11954 2.93584 -5.34686
C -5.02746 3.99835 -5.65731
O -2.23089 3.48476 -4.10244
C -0.86819 3.81068 -3.76512
H -3.61234 3.37902 -8.94675
H -2.30602 2.24661 -8.53879
H -3.89926 2.09634 -7.75285
H -5.62197 3.71920 -6.52767
H -4.51188 4.93396 -5.87063
H -5.68975 4.14647 -4.80664
H -0.47906 4.59691 -4.41045
H -0.24394 2.92227 -3.85008
H -0.85007 4.16235 -2.73737
*
```

Calculated values
**Calculated total energy**: -2807.64938 hartree
**Max |F|**: 5.84 eV/Å
**LUMO level**: -0.0157 Ha
**SMILES**: C#CCc1c(N)c2c(c(B(C)O)c1Cl)C(=O)NC2=O.COP(=O)(OC)OC.COP(=O)(OC)OC
**Orbital gap**: 0.315 Ha

***

Entry from the OMol25 dataset: a molecular structure, C18H28BIrN7O2 (ωB97M-V/def2-TZVPD).

ORCA input file:
```
! wB97M-V def2-TZVPD RIJCOSX def2/J DEFGRID3
* xyz 2 6
Ir -0.01459 0.09062 -0.00662
C -0.35240 -3.58224 0.68983
C 0.96592 -2.89945 0.71173
C 2.19199 -3.46246 0.98338
C 3.13208 -2.43041 0.89995
C 4.59974 -2.51873 1.11260
N 2.48733 -1.30398 0.58855
N 1.13796 -1.57255 0.46169
B 3.05060 0.12776 0.41563
N 2.72204 0.62295 -1.01324
N 1.42728 0.65552 -1.43616
C 1.41634 1.07013 -2.72391
C 0.15434 1.17499 -3.50485
C 2.71434 1.33572 -3.10966
C 3.52074 1.03314 -2.00669
C 4.99738 1.12238 -1.88403
N 2.37620 1.05383 1.46114
N 1.01629 1.14908 1.50917
C 0.69117 1.96168 2.54065
C -0.72308 2.24487 2.90662
C 1.85455 2.41286 3.12928
C 2.90636 1.81132 2.42965
C 4.36710 1.93963 2.66102
H -0.22124 -4.61793 0.99284
H -0.78885 -3.56735 -0.30742
H -1.05180 -3.10998 1.37918
H 2.39802 -4.49206 1.21887
H 4.87253 -3.54087 1.36002
H 4.91741 -1.86799 1.92723
H 5.14210 -2.22337 0.21428
H 4.22315 0.11952 0.58225
H -0.65252 0.61709 -3.02551
H 0.29096 0.75576 -4.50042
H -0.14765 2.21621 -3.63415
H 3.05083 1.68121 -4.07183
H 5.42400 1.49772 -2.81019
H 5.42985 0.14357 -1.67657
H 5.28199 1.79540 -1.07540
H -1.40081 1.51186 2.46375
H -1.01946 3.25089 2.60310
H -0.85120 2.18632 3.98634
H 1.94497 3.07304 3.97447
H 4.55239 2.61169 3.49447
H 4.86786 2.33844 1.77882
H 4.81112 0.97156 2.89257
N -1.53823 1.77147 -0.51176
C -2.90891 1.54861 -1.03689
C -3.65055 0.44672 -0.28385
C -3.06376 -0.92093 -0.62150
O -3.97045 -1.61368 -1.19811
O -1.92206 -1.29100 -0.38492
H -1.59747 2.33788 0.33271
H -1.02801 2.35128 -1.17547
H -2.83916 1.29613 -2.09557
H -3.48780 2.47021 -0.96689
H -4.71218 0.49009 -0.52479
H -3.55821 0.54674 0.80225
*
```

Calculated values
**Relative energy (zero: lowest compared OMol25 entry of this formula, charge and spin)**: 0.00 kJ/mol
**Calculated total energy**: -1365.06927 hartree
**Max |F|**: 0.49 eV/Å
**LUMO level (spin up / spin down)**: -0.1857 / -0.3414 Ha
**Orbital gap (spin up / spin down)**: 0.338 / 0.199 Ha

***

Entry from the OMol25 dataset: 2 unconnected molecules or ions with the total composition C18H28Br2N4O8PS at a distorted geometry (ωB97M-V/def2-TZVPD).

ORCA input file:
```
! wB97M-V def2-TZVPD RIJCOSX def2/J DEFGRID3
* xyz 1 1
C -1.68884 -1.81666 -2.84415
C -0.48477 -0.77740 -2.59812
C -0.34155 -0.52681 -1.04942
O 0.24512 0.80527 -0.72949
C 0.90139 0.69200 0.46586
C 2.39937 0.60053 0.32284
C 3.08178 0.68938 -1.09795
N 2.56877 -0.29867 -2.06237
C 3.22361 0.46109 1.53262
C 4.81134 0.40216 1.53319
O 5.28646 1.63250 2.10277
N 4.96034 2.70332 1.29124
O 5.04765 3.68157 1.93951
C 2.46031 0.39168 2.85993
C 3.38814 0.25620 4.10040
Br 3.71755 1.89934 5.12322
C 3.91485 -0.95450 4.45793
C 3.67486 -2.27622 3.66534
Br 5.03421 -1.08505 6.06123
C 0.99006 0.46615 2.92913
S 0.18941 0.31794 4.60335
C -1.29873 -0.79729 4.57390
O -0.13707 1.65580 5.13820
O 1.05059 -0.32082 5.60976
N 0.24259 0.65350 1.70813
P -1.52401 0.83189 1.68637
O -2.19139 -0.50234 1.63613
O -2.07733 1.73981 2.98477
O -2.08371 1.69131 0.38148
H -2.66626 -1.29865 -3.07679
H -1.77830 -2.55991 -1.99401
H -1.41978 -2.43836 -3.75370
H 0.43333 -1.30941 -2.97896
H -0.65191 0.17302 -3.17275
H -1.38087 -0.62701 -0.61007
H 0.31512 -1.33521 -0.59923
H 2.79643 1.71519 -1.49565
H 4.20266 0.67570 -1.05421
H 2.82950 -1.25463 -1.81422
H 2.92000 -0.04962 -2.99507
H 5.23891 0.14847 0.52993
H 5.14959 -0.41887 2.23439
H 4.69935 -2.69237 3.41270
H 3.16026 -2.11042 2.67706
H 3.13810 -3.07316 4.25096
H -2.25820 -0.21150 4.58299
H -1.23084 -1.53312 3.72242
H -1.30815 -1.42362 5.51783
H -1.77170 2.65051 2.76773
H -2.97763 2.01279 0.62403
C -6.23739 1.18574 -5.07667
C -5.67052 0.04509 -5.91498
C -4.62701 -0.78608 -5.16271
C -3.47738 0.07456 -4.76806
N -2.58539 0.75948 -4.46462
H -5.46267 1.90339 -4.79720
H -6.99565 1.73099 -5.64127
H -6.70179 0.80699 -4.16197
H -5.22722 0.45933 -6.82456
H -6.48879 -0.60904 -6.22565
H -4.26212 -1.59569 -5.79822
H -5.06467 -1.23024 -4.26526
*
```

Calculated values
**Relative energy (zero: lowest compared OMol25 entry of this formula, charge and spin)**: 414.25 kJ/mol
**Calculated total energy**: -7410.73815 hartree
**Max |F|**: 5.98 eV/Å
**LUMO level**: -0.1897 Ha
**Orbital gap**: 0.245 Ha